1.
A single C6H14O2 molecule at a distorted geometry. Source: OMol25; level of theory: wB97M-V/def2-TZVPD.

Atoms and positions in Å:
C1 0.0892 -0.2155 -0.2483
C2 -0.3341 0.1029 1.1618
C3 -0.8997 -1.5296 -0.5991
C4 -0.1576 0.9162 -1.2354
C5 1.5318 -0.7012 -0.3377
C6 0.6946 1.2618 1.7861
O1 -1.6596 0.5251 1.2901
O2 -1.1049 -1.7650 -1.9671
H1 -1.7485 1.3817 0.8554
H2 -1.6721 -1.0641 -2.3083
H3 -0.2349 -0.7742 1.8059
H4 -1.8742 -1.5197 -0.0952
H5 -0.3946 -2.4290 -0.2414
H6 0.6501 1.6459 -1.2607
H7 -0.2216 0.5866 -2.2711
H8 -1.0682 1.4995 -1.1055
H9 1.7792 -1.3498 0.4999
H10 2.2337 0.1294 -0.3362
H11 1.6513 -1.2651 -1.2618
H12 0.9543 2.0721 1.1087
H13 0.1915 1.7305 2.6296
H14 1.5942 0.7615 2.1305

SMILES: C[C@@H](O)C(C)(C)CO
Total energy in eV: -10543.300

***

2.
A molecular structure, C6H14O3Pd at a distorted geometry. Source: OMol25; level of theory: wB97M-V/def2-TZVPD.

Atoms and positions in Å:
H1 2.0652 -1.7455 -2.4914
C1 1.3404 -1.9574 -1.6986
H2 1.3394 -3.0047 -1.3883
H3 0.3248 -1.6585 -1.9692
H4 2.3747 -1.7462 -0.3970
C2 -2.7781 0.4523 2.8872
O1 -1.6500 0.2148 2.0601
C3 -1.7159 0.7509 0.7132
C4 -0.4849 0.2787 -0.0297
O2 0.2205 1.4417 -0.4580
C5 1.1877 1.1784 -1.4304
C6 2.2874 0.3103 -0.8531
O3 1.6241 -0.9442 -0.4311
H5 -2.5715 -0.0127 3.8560
H6 -2.9190 1.5347 3.0113
H7 -3.6699 0.0023 2.4289
H8 -1.7887 1.8461 0.7840
H9 -2.6277 0.3377 0.2578
H10 -0.8524 -0.2882 -0.9011
H11 1.6630 2.1276 -1.7120
H12 0.7272 0.6889 -2.3064
H13 2.7844 0.7774 0.0009
H14 3.0638 0.0555 -1.5822
Pd1 0.0554 -0.6398 1.6492

Net charge: +2
Total energy in eV: -16046.483
Spin multiplicity: 3

***

3.
A molecular structure, C6H14O3Yb at a distorted geometry. Source: OMol25; level of theory: wB97M-V/def2-TZVPD.

Atoms and positions in Å:
C1 2.6969 0.4997 0.9096
O1 2.1620 1.5428 0.1643
C2 2.4867 -0.8602 0.2414
O2 1.1707 -0.8603 -0.2777
C3 0.2873 -1.9552 -0.4095
O3 -1.7142 1.2591 -1.0187
C4 -2.9390 1.8521 -0.7679
Yb1 0.4672 1.2922 -0.7221
H1 2.2457 0.4510 1.9229
H2 3.7886 0.6129 1.0600
H3 2.6143 -1.7005 0.9416
H4 3.1378 -0.9434 -0.6455
H5 0.5341 -2.6516 0.4079
H6 0.4970 -2.3453 -1.4187
H7 -3.0376 2.8617 -1.2089
H8 -3.7291 1.2321 -1.2339
H9 -3.1232 1.9421 0.3206
C5 -1.3703 -1.6553 -0.3825
H10 -1.6843 -0.9952 -1.2006
H11 -1.7064 -2.5708 -0.8926
C6 -1.9395 -1.6517 1.0257
H12 -2.5327 -0.7544 1.2511
H13 -2.5701 -2.5344 1.1937
H14 -1.1255 -1.6287 1.7654

Net charge: +1
Total energy in eV: -44113.609
Spin multiplicity: 2

***

4.
A molecular structure, C6H14O4Yb at a distorted geometry. Source: OMol25; level of theory: wB97M-V/def2-TZVPD.

Atoms and positions in Å:
C1 -0.2774 -0.0124 3.5826
H1 -1.2729 0.2883 3.9463
H2 -0.3236 -1.0982 3.4433
H3 0.5420 0.0563 4.3173
O1 0.2409 0.9711 2.5070
C2 -0.3522 2.2448 2.3949
H4 -1.2712 2.2338 1.7893
H5 0.7342 2.5645 2.6964
H6 -0.8012 2.6975 3.2914
C3 0.0702 -2.8779 -1.1764
O2 0.3231 -2.3379 0.0739
C4 0.4342 -1.8974 -2.2893
O3 -0.1513 -0.6527 -1.9226
C5 0.3309 0.5218 -2.5628
C6 -0.1480 1.6941 -1.7135
O4 0.1064 1.4643 -0.3668
Yb1 0.0813 -0.4137 0.4191
H7 -1.0030 -3.1420 -1.2945
H8 0.6374 -3.8114 -1.3624
H9 0.0631 -2.2206 -3.2749
H10 1.5298 -1.7706 -2.3459
H11 -0.0426 0.5794 -3.5977
H12 1.4343 0.4897 -2.5891
H13 -1.2382 1.8217 -1.8800
H14 0.3537 2.6074 -2.0856

Net charge: +1
Total energy in eV: -46160.122
Spin multiplicity: 2

***

5.
A single C6H14OS molecule at a distorted geometry. Source: OMol25; level of theory: wB97M-V/def2-TZVPD.

Atoms and positions in Å:
C1 -1.6231 -0.1684 -0.8734
C2 0.5798 1.1298 0.8454
C3 1.8671 -0.9425 1.3167
C4 1.4645 -0.2767 -1.1255
C5 -3.0749 0.1677 -1.0231
C6 0.9135 -0.2707 0.3384
O1 -0.6395 -2.3949 0.4073
S1 -0.8523 -1.0217 0.7355
H1 -1.2359 -0.9994 -1.6050
H2 -1.0182 0.6406 -0.7878
H3 1.0034 2.0520 0.3070
H4 -0.4554 1.1330 0.6397
H5 0.8350 1.2742 1.9456
H6 2.3476 -0.1169 1.8140
H7 2.6026 -1.6273 0.7610
H8 1.1500 -1.5487 1.8976
H9 2.5543 -0.1789 -1.0196
H10 1.2093 -1.2090 -1.6065
H11 1.0901 0.5220 -1.7675
H12 -3.1150 -0.8018 -0.4847
H13 -3.5572 -0.1615 -1.8979
H14 -3.4330 1.0477 -0.6237

Total energy in eV: -19327.816

***

6.
A gas-phase ion, C6H14P (charge +1) at a distorted geometry. Source: OMol25; level of theory: wB97M-V/def2-TZVPD.

Atoms and positions in Å:
C1 -1.0197 -0.7328 -0.1019
C2 -0.3195 -1.0147 1.0564
C3 -0.8157 1.0397 2.5441
C4 -0.0229 1.3626 -2.2923
C5 1.6159 -1.0751 -1.9960
C6 -0.2137 -0.3383 2.3123
P1 0.7969 0.3266 -0.9823
H1 -1.0269 -1.5419 -0.7481
H2 -1.6490 0.0933 -0.0114
H3 0.3050 -1.9968 0.9669
H4 -1.8568 1.1962 2.2805
H5 -0.3149 1.8349 1.9895
H6 -0.7959 1.2396 3.6359
H7 -0.3392 0.8155 -3.2633
H8 0.7194 2.2370 -2.5473
H9 -0.8440 1.9212 -1.8602
H10 1.9438 -0.8706 -3.0317
H11 0.8395 -1.8656 -2.1626
H12 2.4313 -1.4847 -1.4220
H13 -0.2899 -1.0922 3.1521
H14 0.8565 -0.0540 2.4813

Net charge: +1
Total energy in eV: -15728.563

***

7.
2 unconnected molecules or ions with the total composition C6H14Si at a distorted geometry. Source: OMol25; level of theory: wB97M-V/def2-TZVPD.

Atoms and positions in Å:
C1 -1.1107 -0.4159 -0.0075
C2 -0.2689 0.5626 0.0301
C3 -0.7588 -1.8501 -0.3288
C4 -2.6214 -0.1460 0.2253
C5 -0.6449 1.9959 0.3028
C6 2.1610 0.4424 -0.8966
Si1 3.0319 -0.4312 0.5014
H1 -1.6944 -2.5067 -0.2692
H2 -0.1511 -2.3543 0.4593
H3 -0.2960 -1.8370 -1.2396
H4 -3.2329 -1.0050 0.3529
H5 -2.6969 0.3415 1.1332
H6 -3.1234 0.5007 -0.5144
H7 -1.7257 1.9438 0.4971
H8 -0.5681 2.5226 -0.6200
H9 -0.0728 2.4758 1.0811
H10 1.7555 -0.0994 -1.7227
H11 2.3619 1.4868 -1.0407
H12 1.9793 -1.2059 1.2300
H13 3.6631 0.5544 1.3358
H14 4.0130 -0.9749 -0.5095

Total energy in eV: -14321.047

***

8.
A molecular structure, C6H15AsF6NO2Rb at a distorted geometry. Source: OMol25; level of theory: wB97M-V/def2-TZVPD.

Atoms and positions in Å:
Rb1 2.2226 1.7537 1.4444
As1 2.7167 1.2914 -2.8973
F1 1.1964 2.2227 -2.9012
F2 2.7748 1.3277 -4.6470
F3 4.2535 0.4753 -3.0012
F4 2.8138 1.2324 -1.0276
F5 1.6577 -0.1635 -2.9156
F6 3.6296 2.8126 -2.8869
C1 -2.8659 1.0372 -2.4701
O1 -2.6963 0.3213 -1.1192
C2 -2.1712 1.1166 -0.0169
C3 -1.9233 0.2478 1.2373
N1 -1.3177 -1.1302 0.9339
C4 -0.9363 -1.6824 2.3050
C5 0.3844 -1.0397 2.8332
O2 1.4695 -0.8686 1.9562
C6 2.1724 -1.9678 1.3542
H1 -3.2319 0.3550 -3.2374
H2 -1.8505 1.3277 -2.7399
H3 -3.5645 1.8666 -2.3601
H4 -2.7039 1.9943 0.3492
H5 -1.1866 1.4666 -0.3271
H6 -2.8582 0.2103 1.7965
H7 -1.2376 0.6893 1.9605
H8 -2.0238 -1.7215 0.5193
H9 -0.9828 -2.7636 2.4354
H10 -1.7661 -1.5062 2.9894
H11 0.7461 -1.7744 3.5526
H12 0.0711 -0.1255 3.3374
H13 1.6033 -2.3875 0.5247
H14 2.4075 -2.8163 1.9968
H15 3.1970 -1.8017 1.0212

Total energy in eV: -89850.433

***

9.
A single C6H15B molecule at a distorted geometry. Source: OMol25; level of theory: wB97M-V/def2-TZVPD.

Atoms and positions in Å:
B1 1.2664 0.3003 -1.0917
C1 -1.1434 1.4905 0.2213
C2 -2.0740 -0.6459 -0.2535
C3 2.0057 0.7808 0.5356
C4 0.6501 -1.7570 0.2988
C5 -0.8904 0.0540 0.4290
C6 0.3815 -0.3449 -0.0905
H1 0.9665 1.2657 -1.6916
H2 2.0449 -0.3791 -1.6722
H3 -1.4301 1.4698 -0.8762
H4 -1.9327 2.0254 0.5662
H5 -0.2351 2.2175 0.4137
H6 -3.1145 -0.1024 -0.2317
H7 -2.0496 -0.7401 -1.3665
H8 -2.3109 -1.6890 0.2249
H9 2.9289 0.1620 0.6175
H10 1.5287 0.9485 1.5639
H11 2.3436 1.6484 0.0581
H12 0.0797 -2.3350 -0.4691
H13 0.3534 -2.0270 1.2597
H14 1.6032 -2.1368 0.1086
H15 -0.9717 -0.2055 1.4458

Total energy in eV: -7138.317

***

10.
A single C6H15BO2S molecule at a distorted geometry. Source: OMol25; level of theory: wB97M-V/def2-TZVPD.

Atoms and positions in Å:
C1 -2.0998 -1.5831 -1.5361
C2 -1.4443 -1.7099 -0.1119
C3 -0.1367 -2.5525 -0.3219
C4 -1.1772 -0.2538 0.3671
C5 -0.1387 -0.1206 1.5330
B1 0.8099 1.1572 1.4038
S1 1.3583 1.8810 -0.2332
C6 2.5995 3.2089 0.0837
O1 0.1792 2.5911 -0.8355
O2 1.8870 0.8754 -1.1918
H1 -1.3372 -1.0650 -2.1539
H2 -2.9981 -0.9466 -1.5244
H3 -2.2651 -2.5636 -2.0082
H4 -2.1564 -2.2472 0.5414
H5 -0.1272 -2.9667 -1.3438
H6 -0.0550 -3.3850 0.3967
H7 0.7483 -1.8923 -0.2449
H8 -0.9312 0.3447 -0.5265
H9 -2.1362 0.1517 0.7442
H10 0.4819 -1.0202 1.7021
H11 -0.7095 0.0333 2.4722
H12 1.1552 1.6912 2.4008
H13 2.0684 4.1711 0.0762
H14 3.3212 3.1364 -0.7441
H15 3.1035 3.0644 1.0549

SMILES: CC(C)CCBS(C)(=O)=O
Total energy in eV: -22070.068